i.
C12H48N24O12 | the ωB97M-V functional and the def2-TZVPD basis

Structure (XYZ):
```
96
Properties=species:S:1:pos:R:3:lowdin_charge:R:1
C 3.841 -1.256 -6.295 -0.74
O 3.129 -0.622 -5.501 0.00
N 5.126 -1.327 -6.208 0.16
N 3.323 -1.872 -7.385 0.14
H 5.537 -2.141 -6.643 0.11
H 5.675 -0.641 -5.710 0.13
H 2.404 -1.610 -7.713 0.11
H 4.004 -2.232 -8.038 0.09
C -0.714 -0.091 1.076 -0.84
O -1.242 -0.767 1.924 0.04
N 0.435 0.438 1.067 0.17
N -1.178 -0.086 -0.133 0.15
H 0.819 0.871 0.240 0.12
H 0.891 0.390 1.967 0.13
H -0.523 0.272 -0.813 0.10
H -1.898 -0.754 -0.369 0.13
C -1.836 -6.063 -5.613 -0.88
O -2.525 -6.920 -5.075 0.01
N -0.777 -6.354 -6.226 0.17
N -1.961 -4.863 -5.359 0.18
H -0.563 -7.332 -6.360 0.13
H -0.288 -5.681 -6.798 0.12
H -1.411 -4.187 -5.869 0.13
H -2.582 -4.621 -4.599 0.14
C -7.185 -1.368 -3.010 -0.78
O -6.393 -2.181 -2.508 0.00
N -6.890 -0.697 -4.102 0.15
N -8.294 -1.028 -2.476 0.17
H -6.084 -0.612 -4.704 0.12
H -7.668 -0.238 -4.553 0.09
H -8.639 -1.375 -1.593 0.13
H -8.842 -0.413 -3.062 0.11
C -2.301 1.436 -8.058 -0.76
O -1.835 0.302 -8.258 0.00
N -2.710 1.925 -6.875 0.15
N -2.499 2.277 -9.000 0.16
H -2.568 1.422 -6.011 0.11
H -3.274 2.762 -6.911 0.10
H -2.205 1.960 -9.913 0.13
H -2.967 3.157 -8.834 0.11
C 0.176 8.214 3.491 -0.82
O 0.177 8.980 2.598 0.08
N -0.015 8.483 4.731 0.15
N 0.279 6.885 3.368 0.15
H -0.301 7.715 5.321 0.11
H -0.324 9.400 5.019 0.13
H 0.138 6.457 4.272 0.09
H 0.538 6.318 2.574 0.12
C -2.239 2.362 8.918 -0.82
O -1.794 3.395 8.535 0.05
N -2.785 2.248 10.112 0.16
N -2.354 1.342 8.121 0.16
H -3.187 1.366 10.397 0.11
H -2.759 3.115 10.629 0.12
H -1.847 1.307 7.248 0.12
H -2.685 0.421 8.371 0.11
C 1.731 5.839 -3.142 -0.75
O 1.674 5.100 -2.180 0.03
N 1.488 7.144 -3.109 0.14
N 2.111 5.473 -4.382 0.14
H 1.562 7.886 -3.790 0.11
H 1.459 7.530 -2.177 0.11
H 2.064 6.072 -5.195 0.10
H 2.056 4.466 -4.436 0.11
C 4.071 0.526 6.641 -0.82
O 3.997 -0.558 7.206 0.02
N 3.791 1.743 7.126 0.16
N 4.464 0.613 5.472 0.16
H 3.621 1.818 8.119 0.12
H 4.198 2.494 6.587 0.10
H 5.043 -0.201 5.319 0.14
H 4.689 1.522 5.096 0.12
C -0.588 -4.365 7.167 -0.80
O -1.330 -5.325 7.119 0.07
N -0.298 -3.744 8.316 0.14
N 0.270 -3.995 6.331 0.14
H 0.316 -2.962 8.491 0.11
H -0.977 -4.031 9.007 0.10
H 1.162 -3.800 6.764 0.12
H -0.015 -3.407 5.560 0.13
C -3.429 -8.398 0.866 -0.79
O -3.371 -8.660 2.066 0.02
N -3.037 -7.213 0.377 0.14
N -3.906 -9.100 -0.059 0.17
H -3.213 -7.022 -0.599 0.10
H -2.434 -6.647 0.956 0.11
H -3.909 -8.846 -1.037 0.12
H -4.429 -9.917 0.222 0.13
C 7.694 1.009 -0.612 -0.83
O 7.428 -0.123 -0.984 0.03
N 7.099 2.030 -1.031 0.16
N 8.693 1.382 0.155 0.15
H 6.394 1.906 -1.744 0.14
H 7.322 2.847 -0.481 0.12
H 9.396 0.661 0.234 0.12
H 8.792 2.366 0.360 0.10
```

Its frontier orbital gap is 8.896 eV. As for the lowest unoccupied orbital energy: 0.00 eV. As for the SMILES: NC(N)=O.NC(N)=O.NC(N)=O.NC(N)=O.NC(N)=O.NC(N)=O.NC(N)=O.NC(N)=O.NC(N)=O.NC(N)=O.NC(N)=O.NC(N)=O.

***

ii.
C12H48N24O12 | the ωB97M-V functional and the def2-TZVPD basis

Structure (XYZ):
```
96
Properties=species:S:1:pos:R:3:lowdin_charge:R:1
C 4.497 0.388 0.182 -0.83
O 5.496 0.490 0.889 0.01
N 4.512 -0.426 -0.801 0.17
N 3.405 0.963 0.384 0.23
H 5.375 -0.806 -1.161 0.11
H 3.618 -0.800 -1.087 0.08
H 2.641 0.667 -0.208 0.07
H 3.326 1.724 1.042 0.10
C 2.295 3.906 2.221 -0.84
O 2.722 2.890 2.748 0.03
N 2.726 5.081 2.465 0.18
N 1.459 3.875 1.291 0.19
H 2.142 5.880 2.264 0.11
H 3.360 5.320 3.213 0.13
H 1.416 4.728 0.753 0.11
H 1.013 3.027 0.972 0.07
C -2.981 3.912 2.989 -0.75
O -4.125 3.903 3.488 0.00
N -2.410 2.980 2.264 0.17
N -2.074 4.822 3.235 0.16
H -1.536 3.200 1.809 0.08
H -2.986 2.159 2.142 0.12
H -2.407 5.532 3.871 0.12
H -1.285 4.808 2.606 0.09
C -0.591 1.489 5.517 -0.81
O -1.025 0.650 4.752 0.02
N 0.104 2.489 5.166 0.19
N -0.985 1.641 6.730 0.17
H 0.362 2.685 4.209 0.11
H 0.122 3.265 5.811 0.12
H -0.704 2.443 7.274 0.11
H -1.668 0.988 7.086 0.13
C -3.043 0.298 -2.695 -0.75
O -2.713 0.914 -3.726 0.00
N -4.325 -0.128 -2.556 0.15
N -2.329 -0.093 -1.692 0.18
H -4.919 0.429 -3.154 0.11
H -4.568 -0.497 -1.649 0.10
H -2.714 -0.318 -0.787 0.12
H -1.348 0.138 -1.764 0.10
C -3.579 -4.406 0.199 -0.80
O -4.370 -5.124 -0.343 0.06
N -3.694 -4.018 1.446 0.15
N -2.727 -3.599 -0.429 0.17
H -4.514 -4.350 1.932 0.12
H -2.984 -3.428 1.854 0.10
H -2.085 -3.069 0.142 0.07
H -2.512 -3.753 -1.403 0.09
C 0.168 -4.689 1.126 -0.73
O -0.247 -3.527 1.298 -0.03
N 1.378 -5.002 0.707 0.19
N -0.644 -5.665 1.166 0.20
H 1.520 -5.929 0.334 0.11
H 2.054 -4.256 0.631 0.12
H -0.435 -6.591 0.824 0.13
H -1.574 -5.493 1.518 0.11
C -1.697 4.196 -0.841 -0.81
O -0.613 4.682 -0.561 0.01
N -2.808 4.827 -1.091 0.18
N -1.821 2.950 -1.040 0.19
H -3.671 4.308 -1.167 0.12
H -2.825 5.837 -1.101 0.12
H -1.142 2.274 -0.720 0.07
H -2.764 2.670 -1.270 0.11
C 1.909 1.318 -2.710 -0.76
O 1.649 0.193 -2.363 0.02
N 2.551 1.579 -3.798 0.19
N 1.623 2.394 -2.011 0.20
H 2.974 0.817 -4.307 0.12
H 2.764 2.529 -4.066 0.12
H 1.551 3.299 -2.454 0.12
H 1.328 2.361 -1.046 0.06
C 3.064 -2.828 -3.267 -0.73
O 2.378 -2.905 -2.270 0.02
N 4.348 -2.580 -3.349 0.18
N 2.590 -3.042 -4.467 0.19
H 4.975 -2.571 -2.558 0.11
H 4.814 -2.726 -4.232 0.11
H 3.208 -3.201 -5.250 0.12
H 1.665 -3.437 -4.550 0.11
C 0.187 0.173 0.736 -0.79
O 0.133 1.248 0.318 0.03
N -0.213 -0.158 1.903 0.22
N 0.508 -0.927 0.004 0.19
H -0.324 -1.126 2.171 0.11
H -0.629 0.464 2.582 0.08
H 0.386 -1.843 0.413 0.05
H 0.811 -0.865 -0.957 0.05
C -0.602 -4.280 -3.279 -0.83
O -1.470 -4.942 -3.704 0.08
N 0.510 -4.704 -2.721 0.17
N -0.879 -3.031 -2.964 0.16
H 0.624 -5.703 -2.811 0.12
H 1.186 -3.956 -2.630 0.01
H -1.595 -2.452 -3.378 0.12
H -0.298 -2.558 -2.288 0.08
```

Its frontier orbital gap is 8.562 eV. As for the lowest unoccupied orbital energy: 0.07 eV. As for the SMILES: NC(N)=O.NC(N)=O.NC(N)=O.NC(N)=O.NC(N)=O.NC(N)=O.NC(N)=O.NC(N)=O.NC(N)=O.NC(N)=O.NC(N)=O.NC(N)=O.

***

In eV, relative to the most stable structure: i 5.809; ii 0.000.

***

i.
C29H33N8SSr | the ωB97M-V functional and the def2-TZVPD basis

Structure (XYZ):
```
72
Properties=species:S:1:pos:R:3:lowdin_charge:R:1
Sr -0.018 0.270 0.190 1.28
C -3.132 1.256 -0.697 -0.16
C -3.242 -0.173 -1.279 -0.10
C -3.151 -1.251 -0.231 -0.29
C -4.241 -2.035 0.109 -0.01
C -4.090 -3.013 1.083 -0.04
C -2.850 -3.192 1.672 -0.04
C -1.809 -2.371 1.277 -0.15
N -1.952 -1.404 0.359 -0.02
N -1.891 1.947 -1.096 -0.22
C -1.832 3.285 -0.477 -0.14
C -1.649 3.284 1.017 -0.30
C -2.610 3.816 1.858 -0.02
C -2.319 3.940 3.211 -0.04
C -1.077 3.545 3.664 -0.04
C -0.186 2.990 2.758 -0.18
N -0.461 2.839 1.460 0.05
C -1.803 2.102 -2.557 -0.13
C -0.810 1.195 -3.252 -0.28
C -1.077 0.706 -4.524 -0.01
C -0.073 0.051 -5.219 -0.04
C 1.170 -0.090 -4.625 -0.05
C 1.336 0.390 -3.339 -0.14
N 0.369 1.005 -2.645 0.07
H -3.152 1.210 0.394 0.12
H -4.006 1.845 -1.004 0.13
H -2.433 -0.335 -1.994 0.10
H -4.174 -0.283 -1.830 0.12
H -5.192 -1.882 -0.384 0.12
H -4.931 -3.631 1.372 0.12
H -2.686 -3.952 2.424 0.12
H -0.823 -2.472 1.714 0.07
H -2.720 3.875 -0.739 0.13
H -0.961 3.791 -0.893 0.13
H -3.559 4.151 1.459 0.12
H -3.051 4.360 3.891 0.12
H -0.800 3.644 4.705 0.12
H 0.789 2.658 3.085 0.09
H -1.454 3.114 -2.766 0.13
H -2.787 2.016 -3.028 0.13
H -2.053 0.859 -4.969 0.12
H -0.256 -0.330 -6.217 0.12
H 1.992 -0.571 -5.138 0.12
H 2.290 0.281 -2.835 0.11
C 4.794 0.591 3.997 -0.09
C 3.820 -0.414 4.593 -0.24
N 2.418 -0.156 4.280 -0.03
C 1.822 -0.359 3.090 -0.81
S 0.092 -0.181 3.065 0.54
N 2.652 -0.637 2.085 -0.01
N 2.022 -0.926 0.917 -0.14
C 2.778 -1.353 -0.042 -0.29
C 4.268 -1.426 0.081 -0.03
C 2.078 -1.963 -1.201 -0.25
C 2.765 -2.758 -2.113 0.00
C 2.056 -3.443 -3.088 -0.04
C 0.678 -3.316 -3.139 -0.05
C 0.074 -2.479 -2.217 -0.13
N 0.743 -1.811 -1.281 0.02
H 5.809 0.345 4.316 0.07
H 4.563 1.603 4.338 0.07
H 4.752 0.570 2.909 0.04
H 3.889 -0.373 5.679 0.11
H 4.079 -1.427 4.280 0.11
H 1.774 -0.063 5.045 0.10
H 4.603 -0.684 0.799 0.06
H 4.754 -1.248 -0.880 0.08
H 4.587 -2.405 0.451 0.10
H 3.840 -2.863 -2.039 0.11
H 2.575 -4.081 -3.792 0.12
H 0.085 -3.849 -3.871 0.11
H -1.004 -2.336 -2.229 0.11
```

Its frontier orbital gap is 7.444 eV. As for the lowest unoccupied orbital energy: -2.39 eV. The charge is +1.

***

ii.
C29H33N8SSr | the ωB97M-V functional and the def2-TZVPD basis

Structure (XYZ):
```
72
Properties=species:S:1:pos:R:3:lowdin_charge:R:1
Sr -0.177 0.014 0.735 1.26
C -1.555 -0.392 3.719 -0.14
C -2.262 0.861 3.122 -0.10
C -3.290 0.484 2.072 -0.29
C -4.644 0.679 2.286 -0.01
C -5.542 0.288 1.306 -0.04
C -5.059 -0.292 0.147 -0.04
C -3.690 -0.450 0.012 -0.13
N -2.814 -0.066 0.945 0.02
N -0.189 -0.653 3.193 -0.27
C 0.130 -2.100 3.235 -0.12
C -0.710 -2.933 2.277 -0.27
C -1.280 -4.125 2.689 -0.01
C -1.980 -4.891 1.768 -0.03
C -2.088 -4.440 0.465 -0.03
C -1.498 -3.231 0.138 -0.12
N -0.821 -2.486 1.015 0.03
C 0.842 0.140 3.905 -0.12
C 1.011 1.571 3.409 -0.28
C 1.002 2.639 4.286 -0.01
C 1.246 3.913 3.790 -0.03
C 1.483 4.076 2.438 -0.03
C 1.459 2.956 1.623 -0.14
N 1.232 1.724 2.091 0.00
H -2.167 -1.263 3.486 0.12
H -1.505 -0.326 4.811 0.13
H -1.539 1.560 2.683 0.09
H -2.750 1.409 3.926 0.12
H -4.985 1.139 3.204 0.12
H -6.605 0.435 1.448 0.12
H -5.722 -0.611 -0.646 0.11
H -3.270 -0.868 -0.897 0.10
H 0.036 -2.501 4.251 0.13
H 1.177 -2.218 2.944 0.12
H -1.175 -4.448 3.717 0.12
H -2.435 -5.827 2.067 0.12
H -2.622 -5.004 -0.287 0.11
H -1.568 -2.837 -0.871 0.11
H 1.802 -0.360 3.762 0.13
H 0.645 0.147 4.982 0.13
H 0.814 2.474 5.339 0.12
H 1.247 4.768 4.455 0.12
H 1.675 5.049 2.010 0.12
H 1.602 3.042 0.554 0.10
C -4.666 3.238 -3.380 -0.09
C -3.691 3.021 -2.238 -0.29
N -2.905 1.831 -2.516 -0.03
C -1.809 1.405 -1.866 -0.83
S -1.190 2.385 -0.567 0.53
N -1.342 0.255 -2.392 -0.03
N -0.294 -0.282 -1.710 -0.13
C 0.351 -1.254 -2.252 -0.31
C 0.078 -1.778 -3.626 -0.03
C 1.472 -1.850 -1.450 -0.23
C 2.163 -2.957 -1.926 -0.01
C 3.224 -3.467 -1.193 -0.04
C 3.582 -2.861 -0.002 -0.05
C 2.839 -1.767 0.408 -0.14
N 1.812 -1.274 -0.280 0.00
H -5.310 4.092 -3.177 0.08
H -5.310 2.365 -3.518 0.07
H -4.140 3.428 -4.317 0.08
H -4.223 2.913 -1.289 0.10
H -3.021 3.872 -2.123 0.09
H -3.201 1.225 -3.267 0.13
H -0.657 -1.151 -4.117 0.06
H -0.305 -2.804 -3.600 0.09
H 0.996 -1.797 -4.217 0.09
H 1.878 -3.412 -2.864 0.11
H 3.770 -4.327 -1.558 0.12
H 4.414 -3.214 0.590 0.11
H 3.087 -1.252 1.332 0.11
```

Its frontier orbital gap is 7.337 eV. As for the lowest unoccupied orbital energy: -2.29 eV. The charge is +1.

***

In eV, relative to the most stable structure: i 0.248; ii 0.000.